Formula: C5H8O
Source: the Open Molecules 2025 dataset
Level of theory: ωB97M-V/def2-TZVPD

Geometry (Å):
C: -0.54504 1.21457 1.12061
C: 0.39833 0.28508 0.36555
C: 0.26342 0.29796 -1.18253
C: 0.13664 -1.18459 -1.15247
O: 0.34521 -1.97068 -2.04949
C: 0.03257 -1.24135 0.36265
H: -1.58589 1.04363 0.81680
H: -0.47954 1.06106 2.20512
H: -0.30589 2.26431 0.91330
H: 1.43173 0.43794 0.68627
H: 1.09616 0.21745 -2.00252
H: -0.52734 0.89089 -1.64538
H: 0.70178 -1.94332 0.86702
H: -0.99829 -1.42769 0.68839

Forces on atoms 1 to 6 (eV/Å):
0.02 0.01 -0.11
0.36 -0.02 -0.02
1.06 -0.34 -2.46
-0.59 -1.10 -0.65
-0.40 0.12 1.02
0.09 -0.14 0.23

## Properties
- Highest occupied orbital energy: -9.423 eV
- Energy above the lowest of the compared OMol25 structures with the same formula, charge and spin: 1.419 eV
- HOMO-LUMO gap: 10.41 eV
- 2S+1: 1
- E_tot: -7360.8363 eV